Entry 1:
107
Properties=species:S:1:pos:R:3:forces:R:3 method="wB97M-V/def2-TZVPD" e_above_lowest_kcal_mol=0.0 e_tot_ev=-84017.8734 homo_lumo_gap_ev="2.45 / 6.56" s2=0.753 charge=-1 spin_multiplicity=2
C -19.50876 22.75617 0.01762 -1.4 -0.9 0.1
N -20.64264 23.61361 0.48560 8.4 -1.6 -2.6
O -21.73204 23.17282 0.46540 -8.7 -3.5 0.1
O -20.30793 24.66564 1.00287 1.2 4.7 2.5
H -19.93618 21.79189 -0.25730 -0.3 0.0 -0.5
H -18.82704 22.42714 0.80191 0.4 0.8 0.4
H -18.98924 23.16271 -0.85010 0.2 0.3 0.2
C -24.84513 23.82612 2.31421 -1.0 -0.7 -1.9
C -23.97331 23.66798 3.44488 3.0 -0.1 -0.3
C -22.92896 22.56124 3.32103 -1.3 -1.3 1.2
O -21.80261 23.08732 4.02376 -0.4 0.7 -0.6
C -21.92456 24.46927 3.92837 5.0 0.2 1.6
O -21.02877 25.22321 4.30448 -2.1 -1.6 -0.6
O -23.04908 24.79345 3.42720 -2.8 1.4 0.1
H -25.37598 22.87745 2.23475 -1.0 0.2 0.2
H -24.30031 23.78990 1.37083 0.5 0.6 0.1
H -25.43679 24.74005 2.36692 -0.4 -0.4 0.0
H -24.46664 23.49179 4.40074 -0.1 0.9 0.2
H -22.72987 22.14880 2.33191 0.4 0.8 -0.2
H -23.38253 21.78469 3.93694 0.5 -0.7 0.1
O -15.76239 28.80667 2.81230 -0.4 -1.1 0.5
P -16.67529 27.76919 3.38954 -0.3 -0.3 0.7
N -16.71422 27.77076 5.10587 -0.9 -2.7 -2.2
C -17.28579 26.58397 5.82374 0.8 1.3 -0.2
C -16.51331 28.95200 5.82693 1.4 0.5 0.6
N -16.36982 26.15948 2.93824 -0.8 0.7 1.2
C -15.37315 25.80612 1.94299 0.8 1.4 -0.4
C -17.39270 25.05923 3.22649 1.2 1.7 -2.5
N -18.29672 28.06494 3.06147 -1.6 -0.2 1.1
C -19.15015 28.77545 4.09951 0.9 -0.3 -0.4
C -18.72995 28.51656 1.73514 0.0 -0.4 0.5
H -17.17539 26.70711 6.90112 0.8 0.1 0.1
H -16.73765 25.71548 5.45852 -0.5 -0.1 0.4
H -18.37053 26.49263 5.76805 -0.2 -0.2 -0.8
H -17.25428 29.02224 6.62326 0.0 0.7 0.0
H -16.38102 29.82229 5.18414 -0.8 0.1 0.0
H -15.50783 28.85557 6.23659 0.1 0.3 1.0
H -15.71740 26.11281 0.95531 0.0 -0.4 -0.3
H -14.44352 26.35414 2.09647 -0.1 0.6 0.2
H -14.94543 24.80445 1.90009 -1.1 -0.5 0.5
H -16.75368 24.31240 3.69765 -1.1 -0.4 0.4
H -18.34947 25.44187 3.58183 0.5 -0.2 1.0
H -17.71271 24.82031 2.21228 0.0 -1.0 0.0
H -19.13325 28.39316 5.12013 0.9 -0.2 -0.2
H -18.80702 29.80967 4.07176 -0.4 0.3 0.4
H -20.22785 28.72592 3.94394 0.1 -0.1 -1.1
H -18.34905 29.52924 1.60287 -0.1 0.2 -0.5
H -19.81932 28.47932 1.73365 0.0 0.3 -0.1
H -18.44832 27.84305 0.92572 0.5 0.0 0.1
O -19.36355 17.89930 -0.06308 -2.2 0.2 1.6
P -20.55870 17.99334 0.86547 -1.1 -1.0 0.0
N -21.88561 18.88727 0.25463 0.4 1.2 -1.0
C -23.23652 18.87499 0.81974 1.0 -0.4 0.0
C -21.83864 19.14907 -1.21274 0.7 -1.3 0.9
N -20.37005 18.66167 2.44886 -1.4 -0.8 -1.3
C -19.62656 17.91844 3.42345 0.7 -1.4 -0.6
C -20.25626 20.09904 2.57812 -0.1 0.5 -0.4
N -21.28026 16.39003 1.13963 -0.1 2.3 0.3
C -21.06612 15.27871 0.21988 1.5 0.4 -0.1
C -22.20799 16.15837 2.25493 0.9 -0.7 -0.6
H -23.96334 19.40858 0.20728 0.5 0.5 -0.1
H -23.15079 19.34188 1.80094 -0.6 -0.3 0.2
H -23.62126 17.85515 0.82199 -0.1 -0.2 0.6
H -20.78166 19.37241 -1.35769 -0.3 0.1 -0.9
H -22.51302 19.87524 -1.66663 0.1 0.6 1.0
H -22.13531 18.21207 -1.68403 0.3 -0.3 -0.6
H -20.11944 16.95726 3.56943 -0.2 0.0 0.6
H -18.66378 17.61453 3.01261 0.5 0.3 0.2
H -19.46565 18.45302 4.35963 -0.2 0.0 -0.3
H -21.11944 20.60053 2.14050 0.3 0.0 -0.5
H -20.27469 20.41617 3.62080 0.3 -0.3 0.1
H -19.31940 20.40015 2.10936 -0.1 0.7 0.1
H -21.79890 14.47885 0.11331 -0.6 0.4 0.8
H -20.90517 15.61070 -0.80577 0.1 0.3 0.1
H -20.13245 14.82180 0.54788 0.1 -0.6 -0.3
H -23.15912 15.79530 1.86555 -0.3 0.1 0.1
H -22.34702 17.02123 2.90627 0.1 0.0 -0.3
H -21.75389 15.35388 2.83346 -0.3 -0.2 0.5
O -17.06866 20.00130 5.88011 0.0 -0.8 1.5
P -17.85267 19.85366 7.13663 -1.1 0.6 1.1
N -17.99044 18.24635 7.78720 -1.1 0.3 -0.9
C -18.77327 17.95930 9.06257 1.8 0.6 -1.1
C -17.37798 17.10578 7.10793 0.8 0.1 0.2
N -19.44826 20.48138 6.92640 -0.5 -2.7 0.8
C -19.70815 21.86853 6.86789 0.7 1.5 0.4
C -20.67541 19.64545 6.70172 1.5 -0.4 -0.1
N -17.18879 20.76504 8.50155 -2.5 0.2 -0.9
C -18.02523 21.18817 9.67616 0.4 -0.6 -0.6
C -15.85332 20.47317 8.89458 0.8 0.3 -0.2
H -18.09811 18.36863 9.81403 -0.8 0.3 0.6
H -18.84450 16.90356 9.32420 0.1 -0.2 -0.7
H -19.78354 18.36742 9.03241 0.3 0.2 0.2
H -18.04012 16.32504 6.73362 -0.5 0.3 -0.1
H -16.67542 16.60001 7.77028 0.0 -0.1 0.5
H -16.71815 17.42515 6.30125 -0.4 0.3 -0.2
H -20.24552 22.29158 7.71664 -0.2 -0.3 0.6
H -18.72565 22.33807 6.91604 -0.2 0.6 -0.5
H -20.31295 22.17132 6.01311 0.5 0.0 -0.4
H -21.04580 19.13784 7.59236 -0.1 0.3 0.3
H -21.47077 20.23035 6.23977 0.2 0.2 0.2
H -20.45250 18.83870 6.00347 0.0 0.0 0.0
H -17.38196 21.32607 10.54523 0.2 -0.1 -0.1
H -18.52196 22.15138 9.55965 -0.2 -0.2 -0.5
H -18.71454 20.39489 9.96540 -0.4 0.3 -0.1
H -15.75660 19.49834 9.37255 0.2 -0.3 0.1
H -15.57509 21.25045 9.60630 0.3 -0.1 0.1
H -15.16542 20.56041 8.05358 0.0 -0.2 -0.1

***

Entry 2:
103
Properties=species:S:1:pos:R:3:forces:R:3 method="wB97M-V/def2-TZVPD" e_above_lowest_kcal_mol=0.0 e_tot_ev=-120466.4953 homo_lumo_gap_ev=9.99 charge=-1
As -0.41010 -0.79762 -0.59555 -0.1 -0.1 -0.6
F 0.02522 -2.43655 -0.20661 -0.2 0.1 0.2
F -0.84923 -1.30607 -2.21438 0.4 0.0 0.6
F -0.83505 0.81170 -1.09483 0.3 0.3 0.3
F -0.00722 -0.23414 1.00916 -0.2 -0.2 -0.5
F 1.25384 -0.53343 -1.06912 -0.2 0.1 -0.1
F -2.06611 -1.04386 -0.10180 0.4 -0.1 0.1
C -6.23136 -1.23963 2.23479 -0.7 -0.6 0.5
C -4.86807 -0.92093 1.67900 0.4 0.0 -0.2
C -3.92987 -0.34822 2.75213 -0.8 0.6 -0.8
O -4.34350 -2.11648 1.11010 -0.1 -0.1 0.0
H -6.73706 -0.38840 2.69499 0.2 0.2 -0.1
H -6.16944 -2.01169 3.01122 0.3 0.1 0.0
H -6.93450 -1.66658 1.51586 0.3 0.2 -0.4
H -4.97489 -0.18264 0.87547 0.0 0.1 0.0
H -4.07388 -0.88226 3.68825 0.4 0.0 0.1
H -4.21278 0.70445 2.86267 0.0 -0.1 0.4
H -2.90140 -0.32184 2.39647 0.1 -0.4 0.2
H -3.53982 -1.86947 0.63031 -0.1 -0.1 0.1
C -1.59083 3.03318 -3.80932 -0.3 0.2 -0.5
C -2.40705 1.76635 -4.12898 0.8 0.5 0.5
C -1.56578 0.73315 -4.86219 0.4 -0.4 0.1
O -2.88176 1.25044 -2.89303 -0.2 -0.2 -0.2
H -2.22021 3.76846 -3.30475 -0.1 -0.1 0.1
H -1.22358 3.52207 -4.71855 0.1 -0.2 0.0
H -0.75284 2.80598 -3.14922 0.1 -0.1 -0.1
H -3.27016 2.04918 -4.73278 -0.2 -0.1 0.1
H -2.13554 -0.15461 -5.13972 -0.2 0.1 0.0
H -0.77928 0.37301 -4.19271 0.0 0.1 0.1
H -1.04736 1.10943 -5.74710 -0.3 0.2 -0.1
H -2.10743 0.97260 -2.36855 -0.4 0.1 -0.2
C 4.14366 -4.51038 -2.02949 0.7 0.6 0.1
C 3.04925 -4.21902 -1.02374 -0.8 -1.2 -0.1
C 1.72936 -4.84677 -1.49397 -0.1 0.5 0.2
O 3.43762 -4.80845 0.21000 0.3 -0.1 0.1
H 3.90125 -4.05413 -2.99029 0.0 -0.1 -0.1
H 4.34084 -5.57477 -2.16001 -0.5 -0.1 0.0
H 5.10491 -4.10561 -1.69502 -0.1 0.2 0.0
H 2.85336 -3.14753 -0.90317 0.4 0.1 0.0
H 1.86559 -5.87047 -1.84062 0.1 0.0 -0.1
H 1.27383 -4.21955 -2.26499 0.1 -0.2 -0.2
H 1.01656 -4.85629 -0.66762 0.0 0.0 0.0
H 2.67562 -4.82814 0.81342 0.1 0.4 -0.2
C 4.49885 -0.07477 -2.40640 -0.3 0.0 -0.2
C 4.93505 -0.72084 -1.11225 0.2 0.0 0.6
C 6.25939 -0.17357 -0.58918 -0.1 0.0 -0.5
O 3.94564 -0.51301 -0.10120 0.1 0.1 -0.1
H 5.25736 -0.15517 -3.18785 -0.1 -0.2 0.0
H 4.27680 0.98761 -2.28051 0.1 0.0 0.2
H 3.56624 -0.55497 -2.71492 0.1 0.0 -0.3
H 5.02431 -1.80717 -1.24705 0.2 0.1 -0.2
H 6.24115 0.91833 -0.59367 -0.1 0.0 0.3
H 7.07854 -0.45146 -1.25752 -0.1 -0.2 0.0
H 6.48587 -0.56553 0.40035 -0.1 0.1 0.1
H 3.08021 -0.68462 -0.50051 0.0 0.1 0.2
C 1.71012 -1.72195 3.50205 0.4 0.0 0.1
C 2.40042 -2.72633 2.58846 0.3 0.6 0.0
C 3.41184 -3.55462 3.33876 0.5 -1.2 0.3
O 1.46095 -3.59264 1.96659 0.0 -0.4 -0.1
H 0.98792 -1.14054 2.93204 0.0 0.1 0.2
H 2.48900 -1.06799 3.90669 -0.1 0.2 -0.1
H 1.24017 -2.19896 4.36440 -0.2 -0.2 -0.2
H 2.95128 -2.14925 1.83514 -0.1 -0.1 -0.2
H 2.95991 -4.03283 4.21415 0.0 0.1 0.0
H 4.32037 -3.03807 3.65472 -0.4 0.6 0.1
H 3.83596 -4.36986 2.74330 -0.4 0.1 -0.3
H 0.99326 -3.11889 1.26368 0.0 0.1 0.2
C -2.83345 3.07216 0.33712 -0.1 0.2 -1.0
C -3.05563 4.53964 0.67487 -0.4 -0.6 0.5
C -2.91455 5.49616 -0.48255 0.9 0.5 -0.4
O -4.37222 4.73323 1.23526 0.2 0.1 0.0
H -2.94916 2.39798 1.18430 0.0 0.1 0.1
H -1.84965 2.92146 -0.11565 0.1 0.0 0.3
H -3.52568 2.78718 -0.45988 -0.2 -0.1 0.2
H -2.33945 4.79963 1.46405 0.1 0.3 -0.2
H -3.49712 5.34201 -1.39243 -0.6 -0.4 0.5
H -1.89135 5.47364 -0.87820 0.1 0.0 0.3
H -3.09072 6.50789 -0.11496 -0.1 0.0 -0.1
H -4.32589 4.45004 2.15392 -0.1 -0.1 -0.1
C 0.85392 5.13094 0.89751 -0.2 -0.2 0.1
C 1.74349 3.90454 0.97853 0.0 -0.4 -0.7
C 1.59186 3.00538 -0.25070 -0.1 0.0 0.2
O 3.09272 4.37041 1.10090 0.0 -0.3 0.2
H -0.16193 4.84073 0.62773 0.0 -0.1 0.1
H 1.20085 5.79684 0.10601 0.2 0.0 0.0
H 0.81610 5.69128 1.83104 0.1 0.0 0.0
H 1.51100 3.22780 1.81046 -0.2 0.5 0.4
H 1.76833 3.57144 -1.16689 0.0 -0.1 -0.1
H 0.60175 2.54605 -0.27326 -0.1 0.2 -0.1
H 2.26761 2.14778 -0.18123 0.2 0.2 -0.1
H 3.62879 3.57058 1.17469 0.1 0.2 0.0
C -0.82906 2.17323 3.56798 -0.4 0.0 0.1
O -1.76742 2.14541 4.65327 0.5 -0.2 -0.1
H -0.75893 1.21983 3.03951 -0.1 -0.1 0.1
H -1.21659 2.91514 2.87286 0.2 0.1 -0.1
H 0.16707 2.44594 3.92130 0.0 0.2 -0.1
H -1.37128 1.57523 5.32018 -0.3 0.0 0.1
C -2.69523 -4.02221 -1.87508 -0.4 -0.1 -0.4
O -3.28969 -5.32367 -1.76316 0.3 0.1 0.2
H -1.77493 -4.10248 -2.44966 0.0 -0.1 0.1
H -3.37923 -3.38201 -2.43901 0.1 0.3 0.1
H -2.48224 -3.58259 -0.90224 0.1 0.0 0.0
H -3.88750 -5.28398 -1.01155 0.0 -0.1 -0.1